DFT (wB97M-V/def2-TZVPD) results for C30H60O25S5 as an isolated structure.

Atoms and positions in Å:
C: 7.789 -9.962 4.917
C: 8.657 -10.950 4.088
C: 9.689 -10.098 3.297
O: 9.032 -8.836 3.175
C: 8.126 -8.660 4.242
H: 8.135 -9.913 5.949
H: 6.715 -10.150 4.934
H: 8.028 -11.540 3.421
H: 9.153 -11.632 4.779
H: 9.923 -10.390 2.273
H: 10.599 -9.959 3.881
H: 7.323 -8.059 3.816
H: 8.611 -7.979 4.941
C: 10.523 -5.880 -3.843
C: 10.785 -6.905 -4.943
C: 9.600 -6.605 -5.854
O: 8.629 -5.872 -5.061
C: 9.050 -5.738 -3.705
H: 11.007 -4.958 -4.164
H: 10.994 -6.077 -2.879
H: 10.888 -7.903 -4.517
H: 11.674 -6.785 -5.561
H: 9.217 -7.603 -6.068
H: 9.893 -6.260 -6.846
H: 8.717 -6.583 -3.102
H: 8.659 -4.769 -3.396
C: 7.816 -0.705 3.736
C: 6.312 -0.436 4.143
C: 5.581 -1.493 3.292
O: 6.199 -1.329 2.022
C: 7.582 -1.349 2.362
H: 8.120 -1.547 4.359
H: 8.546 0.103 3.702
H: 5.961 0.541 3.813
H: 6.153 -0.482 5.221
H: 4.498 -1.395 3.210
H: 5.577 -2.509 3.687
H: 7.970 -0.572 1.704
H: 8.011 -2.317 2.103
C: 25.304 -7.981 1.644
C: 24.939 -6.735 0.728
C: 26.193 -5.930 0.877
O: 27.238 -6.873 0.953
C: 26.840 -8.158 1.475
H: 24.783 -8.849 1.241
H: 24.956 -7.880 2.672
H: 24.015 -6.239 1.028
H: 24.833 -7.030 -0.316
H: 26.431 -5.333 1.757
H: 26.126 -5.230 0.044
H: 27.467 -8.438 2.321
H: 26.851 -8.915 0.691
C: 18.357 -13.161 -2.558
C: 18.211 -11.635 -2.372
C: 19.305 -11.395 -1.412
O: 20.364 -12.132 -1.996
C: 19.917 -13.247 -2.717
H: 18.075 -13.484 -3.560
H: 17.986 -13.731 -1.707
H: 17.226 -11.413 -1.963
H: 18.404 -11.159 -3.334
H: 19.035 -11.726 -0.409
H: 19.583 -10.345 -1.316
H: 20.212 -14.175 -2.226
H: 20.092 -13.190 -3.791
C: 18.713 4.098 -1.025
C: 17.879 3.951 0.253
O: 18.184 2.683 0.943
S: 19.249 1.868 0.075
O: 18.922 0.480 -0.189
O: 20.532 2.092 0.789
O: 18.958 2.767 -1.316
H: 19.631 4.598 -0.718
H: 18.278 4.628 -1.873
H: 16.873 3.651 -0.041
H: 17.810 4.824 0.902
C: 15.482 -3.390 3.071
C: 14.791 -4.577 3.800
O: 15.595 -5.051 4.764
S: 17.113 -4.623 4.504
O: 17.693 -5.505 3.435
O: 17.777 -4.644 5.824
O: 16.622 -3.184 3.884
H: 14.824 -2.523 3.016
H: 15.852 -3.714 2.098
H: 14.695 -5.489 3.210
H: 13.829 -4.352 4.261
C: 13.529 -8.701 14.317
C: 12.849 -7.400 14.646
O: 13.142 -6.457 13.534
S: 14.135 -7.096 12.312
O: 15.250 -6.190 12.041
O: 13.376 -7.636 11.171
O: 14.542 -8.327 13.381
H: 12.819 -9.365 13.824
H: 13.826 -9.266 15.201
H: 13.356 -6.906 15.475
H: 11.767 -7.495 14.735
C: 10.941 -0.264 -6.797
C: 9.622 0.389 -6.276
O: 9.784 0.193 -4.895
S: 11.267 0.754 -4.413
O: 11.807 0.047 -3.228
O: 11.380 2.196 -4.402
O: 11.974 0.189 -5.862
H: 11.181 0.071 -7.805
H: 10.983 -1.329 -7.028
H: 8.801 -0.198 -6.687
H: 9.513 1.464 -6.417
C: 24.804 -5.735 11.321
C: 23.469 -6.567 10.940
O: 23.921 -7.937 10.951
S: 25.584 -8.095 10.628
O: 25.618 -8.544 9.242
O: 26.233 -8.895 11.693
O: 25.929 -6.471 10.894
H: 24.896 -5.755 12.407
H: 24.757 -4.696 10.994
H: 23.354 -6.335 9.881
H: 22.620 -6.406 11.604

energy relative to the best compared isomer or geometry (same formula, charge and spin): 8.5598 eV
E_LUMO: 0.26 eV
max |F|: 4.40 eV/A
HOMO level: -9.00 eV

DFT (wB97M-V/def2-TZVPD) results for C30H61IrN2O5SSbSi7 as an isolated structure.

Atoms and positions in Å:
Ir: 0.240 0.887 0.090
O: 0.990 0.388 7.224
C: 0.139 -0.249 6.566
O: -0.718 -1.070 6.941
C: 0.163 0.031 5.042
C: 1.142 0.842 4.487
C: 1.133 1.093 3.127
N: 0.219 0.572 2.299
C: -0.697 -0.242 2.814
C: -0.769 -0.521 4.172
C: -1.601 -0.934 1.824
O: -2.553 -1.591 2.230
O: -1.254 -0.827 0.588
H: 1.894 1.271 5.135
H: 1.867 1.746 2.674
H: -1.547 -1.178 4.534
O: 2.580 0.554 -0.680
N: 3.495 1.378 -0.268
C: 4.797 1.029 -0.355
C: 5.795 1.850 0.097
C: 5.454 3.069 0.690
C: 4.130 3.402 0.787
C: 3.113 2.556 0.294
S: 1.457 2.991 0.369
H: 4.967 0.064 -0.805
H: 6.824 1.539 -0.015
H: 6.217 3.739 1.064
H: 3.817 4.330 1.246
C: 3.988 -1.710 -2.896
Si: 2.505 -2.829 -2.551
C: 3.198 -4.564 -2.868
C: 1.377 -2.555 -4.048
Sb: 1.020 -1.950 -0.624
Si: 2.554 -2.750 1.277
C: 4.100 -1.726 1.559
C: 3.193 -4.491 0.926
C: 1.677 -2.859 2.926
Si: -0.643 -3.918 -0.613
C: 0.079 -5.503 -1.367
C: -2.068 -3.457 -1.735
C: -1.294 -4.468 1.048
H: 4.306 -1.808 -3.939
H: 4.842 -1.956 -2.256
H: 3.715 -0.666 -2.717
H: 3.645 -4.581 -3.868
H: 2.420 -5.328 -2.831
H: 3.971 -4.848 -2.150
H: 1.915 -2.697 -4.991
H: 0.970 -1.539 -4.036
H: 0.528 -3.247 -4.035
H: 4.821 -1.840 0.744
H: 4.584 -2.038 2.489
H: 3.864 -0.662 1.649
H: 3.817 -4.522 0.030
H: 2.367 -5.192 0.782
H: 3.793 -4.848 1.772
H: 1.541 -1.868 3.366
H: 2.262 -3.457 3.631
H: 0.686 -3.308 2.839
H: 0.209 -5.409 -2.449
H: -0.598 -6.344 -1.180
H: 1.052 -5.758 -0.939
H: -1.743 -3.366 -2.776
H: -2.483 -2.494 -1.426
H: -2.867 -4.204 -1.687
H: -0.483 -4.775 1.713
H: -1.970 -5.319 0.920
H: -1.848 -3.663 1.541
C: -1.265 3.878 2.291
Si: -2.594 3.015 1.274
C: -3.486 1.800 2.409
C: -3.835 4.400 0.881
Si: -1.664 1.969 -0.746
Si: -3.628 0.864 -1.464
C: -5.125 1.934 -1.908
C: -4.354 -0.485 -0.373
C: -3.201 0.042 -3.122
Si: -1.632 3.932 -2.082
C: -0.513 5.263 -1.347
C: -3.178 4.917 -2.563
C: -0.903 3.489 -3.777
H: -1.684 4.273 3.223
H: -0.809 4.705 1.739
H: -0.464 3.183 2.549
H: -4.340 2.272 2.905
H: -2.802 1.442 3.184
H: -3.846 0.916 1.881
H: -4.233 4.827 1.810
H: -4.680 4.049 0.284
H: -3.345 5.203 0.326
H: -5.426 2.588 -1.085
H: -5.976 1.296 -2.167
H: -4.911 2.574 -2.767
H: -5.097 -0.076 0.318
H: -3.588 -0.966 0.234
H: -4.837 -1.261 -0.976
H: -2.926 0.802 -3.862
H: -4.038 -0.538 -3.528
H: -2.344 -0.629 -3.011
H: -0.831 5.503 -0.328
H: -0.514 6.186 -1.936
H: 0.514 4.901 -1.274
H: -3.640 5.404 -1.703
H: -3.941 4.288 -3.023
H: -2.900 5.689 -3.287
H: 0.056 2.975 -3.658
H: -0.743 4.367 -4.413
H: -1.575 2.808 -4.309

multiplicity: 2
energy relative to the best compared isomer or geometry (same formula, charge and spin): 1.4953 eV
E_LUMO (spin up / spin down): 3.88 / 3.88 eV
charge: -2
max |F|: 1.97 eV/A
HOMO level (spin up / spin down): -2.27 / -2.13 eV

DFT (wB97M-V/def2-TZVPD) results for C30H62BGaIO19 as an isolated structure.

Atoms and positions in Å:
C: -3.286 4.289 -4.179
C: -1.838 4.671 -4.487
O: -0.902 3.995 -3.662
B: -0.591 2.697 -4.010
O: -1.235 2.103 -5.108
Ga: 0.815 1.565 -2.894
I: 3.126 1.832 -4.107
C: 0.250 -0.399 -3.025
C: 1.139 -1.372 -2.378
O: 0.677 -2.364 -1.896
O: 0.774 2.225 -1.138
C: 1.979 2.214 -0.434
C: 1.977 3.301 0.693
C: 0.727 4.167 0.646
C: 2.211 2.721 2.083
C: 3.685 2.352 2.320
C: 1.275 1.580 2.458
H: -3.903 4.272 -5.067
H: -3.702 5.051 -3.531
H: -3.356 3.355 -3.639
H: -1.627 4.557 -5.541
H: -1.757 5.733 -4.289
H: -2.127 1.812 -4.875
H: 0.251 -0.623 -4.090
H: -0.770 -0.529 -2.700
H: 2.226 -1.224 -2.296
H: 2.845 2.433 -1.063
H: 2.171 1.232 0.006
H: 2.796 3.980 0.483
H: 0.695 4.666 -0.307
H: -0.174 3.607 0.833
H: 0.863 4.952 1.386
H: 2.001 3.524 2.786
H: 3.802 1.276 2.260
H: 3.922 2.626 3.341
H: 4.355 2.890 1.666
H: 0.362 1.934 2.915
H: 1.050 0.907 1.642
H: 1.766 0.984 3.222
C: -2.323 -1.503 2.413
C: -3.398 -1.152 3.417
O: -3.370 -2.024 4.564
C: -2.408 -1.781 5.452
O: -1.588 -0.903 5.399
O: -2.510 -2.696 6.426
C: -1.485 -2.608 7.417
H: -2.395 -2.554 2.129
H: -2.420 -0.889 1.518
H: -1.328 -1.344 2.827
H: -4.381 -1.291 2.969
H: -3.327 -0.113 3.739
H: -1.425 -1.605 7.832
H: -0.525 -2.895 6.990
H: -1.749 -3.308 8.205
C: 9.604 2.425 4.424
C: 8.295 1.884 3.886
O: 7.986 2.422 2.596
C: 8.664 1.900 1.572
O: 9.488 1.022 1.638
O: 8.269 2.522 0.462
C: 8.955 2.118 -0.724
H: 9.592 3.516 4.426
H: 9.772 2.071 5.441
H: 10.443 2.107 3.806
H: 7.474 2.188 4.533
H: 8.297 0.795 3.847
H: 8.908 1.039 -0.854
H: 9.992 2.449 -0.689
H: 8.451 2.600 -1.556
C: -4.315 -7.936 0.104
C: -5.740 -7.456 0.280
O: -6.014 -7.078 1.637
C: -5.523 -5.893 2.009
O: -4.910 -5.128 1.310
O: -5.838 -5.698 3.291
C: -5.302 -4.490 3.845
H: -4.096 -8.742 0.806
H: -4.158 -8.298 -0.912
H: -3.604 -7.134 0.295
H: -6.435 -8.263 0.056
H: -5.969 -6.628 -0.391
H: -5.575 -3.627 3.242
H: -4.220 -4.563 3.929
H: -5.726 -4.377 4.838
C: -6.535 3.211 0.173
C: -5.972 4.351 -0.648
O: -6.844 4.703 -1.735
C: -7.917 5.416 -1.409
O: -8.211 5.809 -0.308
O: -8.624 5.633 -2.524
C: -9.851 6.330 -2.315
H: -6.761 2.357 -0.468
H: -5.820 2.903 0.935
H: -7.461 3.502 0.668
H: -5.034 4.047 -1.108
H: -5.766 5.227 -0.032
H: -9.687 7.261 -1.776
H: -10.554 5.701 -1.770
H: -10.258 6.552 -3.298
C: 3.242 -6.196 -3.061
C: 3.697 -4.756 -2.952
O: 5.021 -4.579 -3.485
C: 5.110 -4.555 -4.811
O: 4.201 -4.653 -5.595
O: 6.401 -4.399 -5.135
C: 6.657 -4.423 -6.538
H: 3.969 -6.863 -2.591
H: 2.276 -6.325 -2.574
H: 3.146 -6.500 -4.102
H: 3.753 -4.467 -1.905
H: 2.995 -4.081 -3.439
H: 6.036 -3.699 -7.062
H: 6.484 -5.423 -6.935
H: 7.703 -4.160 -6.671

E_LUMO: 2.05 eV
charge: -1
max |F|: 2.44 eV/A
HOMO level: -4.67 eV